Run P
Molecular formula: C5H7N3OS
Method: DFT, ωB97M-V/def2-TZVPD

Last column: natural (NBO) charge in e.
CARTESIAN COORDINATES (ANGSTROEM)
C1 2.001 -1.946 0.464  0.173
C2 2.668 -0.135 -0.237  0.156
C3 -2.345 0.374 -0.451  -0.354
C4 -1.697 1.340 0.224  -0.277
C5 -0.250 1.704 -0.162  0.420
N1 3.076 -1.227 0.437  -0.471
N2 0.958 -1.350 -0.171  -0.366
N3 1.386 -0.164 -0.602  -0.324
O1 0.671 2.015 0.573  -0.536
S1 3.549 1.374 -0.357  0.003
H1 2.088 -3.024 0.758  0.211
H2 -3.369 0.171 -0.290  0.213
H3 -1.864 0.005 -1.334  0.191
H4 -2.091 1.864 1.073  0.215
H5 -0.083 1.290 -1.271  0.131
H6 0.043 -1.711 -0.509  0.425
H7 2.441 2.199 -0.395  0.188

Values from the calculation:
gap between HOMO and LUMO: 8.53 eV
HOMO energy: -0.314 Ha
structure (SMILES): Sc1nc[nH]n1.C=CC=O

***

Run Q
Molecular formula: C5H7N3OS
Method: DFT, ωB97M-V/def2-TZVPD

Last column: natural (NBO) charge in e.
CARTESIAN COORDINATES (ANGSTROEM)
C1 -2.956 0.688 -0.619  0.272
C2 -1.935 -0.672 0.672  0.244
C3 1.650 0.752 0.118  -0.404
C4 1.512 -0.331 1.126  -0.253
C5 1.249 -0.249 -0.922  -0.252
N1 -1.960 1.313 -0.111  -0.328
N2 -1.310 0.466 0.670  -0.487
N3 1.163 -1.231 0.095  -0.410
O1 -3.012 -0.604 -0.234  -0.475
S1 0.325 -2.618 0.048  0.485
H1 -3.728 0.958 -1.304  0.192
H2 1.016 1.569 0.284  0.248
H3 2.760 1.061 0.041  0.200
H4 2.409 -0.790 1.406  0.217
H5 0.729 -0.010 1.823  0.276
H6 0.209 -0.018 -1.230  0.243
H7 1.878 -0.286 -1.862  0.233

Values from the calculation:
gap between HOMO and LUMO (alpha / beta): 6.02 / 6.02 eV
HOMO energy (alpha / beta): -0.316 / -0.316 Ha

***

The data favor run P; the next most stable structure lies 389.4 kJ/mol above it.

***

Run P
Molecular formula: C5H15N2O
Method: DFT, ωB97M-V/def2-TZVPD

Last column: natural (NBO) charge in e.
CARTESIAN COORDINATES (ANGSTROEM)
N1 0.341 1.134 -1.090  -0.673
C1 -0.404 0.174 -0.170  -0.063
C2 -1.158 1.047 0.865  0.079
C3 -1.385 0.394 2.229  -0.640
O1 -0.379 2.264 1.016  -0.755
C4 0.583 -0.896 0.296  -0.246
N2 0.705 -1.956 -0.668  -0.622
C5 1.406 -1.665 -1.921  -0.431
H1 1.221 1.450 -0.679  0.449
H2 -0.211 1.977 -1.253  0.450
H3 0.526 0.704 -1.994  0.440
H4 -1.121 -0.311 -0.818  0.240
H5 -2.140 1.322 0.471  0.189
H6 -2.346 -0.124 2.211  0.237
H7 -1.586 1.185 2.967  0.245
H8 -0.549 -0.221 2.537  0.220
H9 -0.984 2.967 1.276  0.496
H10 0.153 -1.324 1.196  0.240
H11 1.532 -0.426 0.581  0.174
H12 1.110 -2.789 -0.262  0.386
H13 1.586 -2.622 -2.410  0.243
H14 0.749 -1.122 -2.605  0.163
H15 2.351 -1.162 -1.775  0.177

Values from the calculation:
total charge: +1
gap between HOMO and LUMO: 9.79 eV
HOMO energy: -0.478 Ha
structure (SMILES): CNC[C@H]([NH3+])[C@@H](C)O

***

Run Q
Molecular formula: C5H15N2O
Method: DFT, ωB97M-V/def2-TZVPD

Last column: natural (NBO) charge in e.
CARTESIAN COORDINATES (ANGSTROEM)
C1 -0.060 0.123 2.711  -0.669
C2 -0.652 0.260 1.383  0.042
C3 -0.074 1.249 0.414  -0.480
C4 0.163 0.964 -1.039  -0.392
C5 -0.634 1.463 -1.982  0.061
N1 -0.632 0.933 -3.262  -0.815
N2 -0.540 -1.119 0.457  -0.739
H1 0.958 0.370 2.873  0.241
H2 -0.108 -0.840 3.157  0.240
H3 -0.683 0.841 3.300  0.263
H4 -1.739 0.289 1.341  0.212
H5 0.889 1.522 0.896  0.215
H6 -0.585 2.243 0.478  0.251
H7 1.117 0.433 -1.213  0.218
H8 -1.415 2.303 -1.933  0.227
H9 0.091 0.192 -3.488  0.382
H10 -1.445 0.837 -3.820  0.402
H11 -1.226 -1.103 -0.286  0.435
H12 -0.673 -1.990 0.979  0.424
H13 0.428 -1.227 0.075  0.464
H14 2.222 -3.025 -1.036  0.509
H15 2.648 -2.253 0.304  0.497
O1 1.952 -2.464 -0.311  -0.986

Values from the calculation:
total charge: +1
gap between HOMO and LUMO: 8.59 eV
HOMO energy: -0.424 Ha

***

Run R
Molecular formula: C5H15N2O
Method: DFT, ωB97M-V/def2-TZVPD

Last column: natural (NBO) charge in e.
CARTESIAN COORDINATES (ANGSTROEM)
C1 -2.060 -0.960 -1.298  -0.631
C2 -2.071 0.496 -0.671  -0.410
C3 -0.988 0.694 0.396  -0.430
C4 0.234 1.498 -0.028  -0.238
N1 1.049 0.793 -1.057  -0.531
C5 1.967 -0.128 -0.893  0.403
N2 2.034 -0.936 0.126  -0.716
H1 -2.861 -1.586 -0.954  0.225
H2 -2.191 -0.744 -2.336  0.226
H3 -1.293 -1.580 -0.892  0.198
H4 -1.958 1.191 -1.541  0.194
H5 -3.104 0.696 -0.313  0.235
H6 -0.740 -0.316 0.732  0.197
H7 -1.471 1.146 1.293  0.242
H8 -0.099 2.424 -0.543  0.233
H9 0.814 1.843 0.828  0.231
H10 0.879 1.136 -1.983  0.433
H11 2.713 -0.273 -1.685  0.229
H12 1.349 -0.832 0.895  0.449
H13 2.537 -1.837 0.072  0.445
H14 1.580 -1.641 3.413  0.488
H15 1.868 -0.212 3.572  0.492
O1 1.813 -0.872 2.866  -0.965

Values from the calculation:
total charge: +1
gap between HOMO and LUMO: 11.06 eV
HOMO energy: -0.528 Ha

***

Run S
Molecular formula: C5H15N2O
Method: DFT, ωB97M-V/def2-TZVPD

Last column: natural (NBO) charge in e.
CARTESIAN COORDINATES (ANGSTROEM)
C1 0.937 -3.152 -0.404  -0.614
C2 0.121 -2.128 0.412  -0.424
C3 -0.601 -1.143 -0.485  -0.386
C4 0.084 0.291 -0.599  -0.247
N1 1.999 2.283 -0.040  -0.730
C5 0.937 2.093 0.751  0.398
N2 -0.068 1.357 0.365  -0.499
H1 0.346 -3.929 -0.891  0.224
H2 1.503 -2.583 -1.127  0.194
H3 1.609 -3.851 0.112  0.234
H4 -0.568 -2.606 1.112  0.225
H5 0.887 -1.645 1.055  0.197
H6 -0.499 -1.390 -1.541  0.239
H7 -1.683 -1.233 -0.314  0.198
H8 -0.135 0.737 -1.585  0.227
H9 1.154 -0.081 -0.521  0.218
H10 2.125 1.989 -0.993  0.432
H11 2.871 2.505 0.428  0.427
H12 0.981 2.664 1.667  0.233
H13 -0.941 1.501 0.871  0.451
H14 -3.444 1.154 0.772  0.493
H15 -2.645 -0.172 0.287  0.475
O1 -2.965 0.702 0.075  -0.963

Values from the calculation:
total charge: +1
gap between HOMO and LUMO: 11.14 eV
HOMO energy: -0.543 Ha

***

The data favor run R; the next most stable structure lies 34.6 kJ/mol above it.

***

Run P
Molecular formula: C5H15N2O
Method: DFT, ωB97M-V/def2-TZVPD

Last column: natural (NBO) charge in e.
CARTESIAN COORDINATES (ANGSTROEM)
C1 -2.145 1.223 0.734  -0.060
O1 -2.440 1.382 -0.694  -0.735
C2 -0.910 0.365 0.906  -0.459
C3 -0.519 0.198 2.359  -0.622
H1 -1.902 2.191 1.175  0.174
H2 -3.021 0.749 1.209  0.180
H3 -3.273 1.867 -0.700  0.483
H4 -1.121 -0.630 0.442  0.205
H5 -0.218 0.975 0.342  0.194
H6 -1.372 -0.068 3.022  0.251
H7 0.316 -0.523 2.384  0.190
H8 -0.099 1.115 2.772  0.224
C4 0.924 -1.161 -2.822  -0.422
N1 2.275 -0.349 0.560  -0.729
C5 2.088 -0.801 -0.663  0.397
N2 1.004 -0.657 -1.433  -0.523
H9 -0.125 -1.447 -3.022  0.242
H10 1.553 -2.060 -2.953  0.226
H11 1.214 -0.378 -3.523  0.232
H12 1.468 -0.009 1.139  0.441
H13 3.201 -0.409 0.961  0.441
H14 2.970 -1.263 -1.165  0.227
H15 0.133 -0.311 -1.030  0.444

Values from the calculation:
total charge: +1
gap between HOMO and LUMO: 10.30 eV
HOMO energy: -0.503 Ha

***

Run Q
Molecular formula: C5H15N2O
Method: DFT, ωB97M-V/def2-TZVPD

Last column: natural (NBO) charge in e.
CARTESIAN COORDINATES (ANGSTROEM)
N1 -1.503 -0.573 -0.251  -0.718
C1 -0.245 0.169 -0.585  -0.049
C2 0.898 -0.322 0.325  -0.446
C3 2.193 0.391 0.043  -0.213
C4 3.212 -0.175 -0.560  -0.344
C5 -0.576 1.635 -0.330  -0.250
N2 -1.893 1.962 -0.868  -0.869
H1 -2.293 0.094 -0.353  0.461
H2 -1.705 -1.296 -0.946  0.432
H3 -1.497 -1.090 0.643  0.470
H4 0.040 -0.046 -1.610  0.224
H5 0.604 -0.154 1.366  0.226
H6 1.081 -1.371 0.103  0.219
H7 2.284 1.445 0.313  0.208
H8 3.139 -1.224 -0.849  0.190
H9 4.145 0.339 -0.764  0.223
H10 0.222 2.284 -0.693  0.224
H11 -0.616 1.774 0.754  0.204
H12 -1.866 2.291 -1.828  0.388
H13 -2.333 2.685 -0.315  0.392
H14 -0.415 -3.206 1.798  0.505
H15 -1.802 -2.788 2.363  0.500
O1 -1.081 -2.506 1.792  -0.978

Values from the calculation:
total charge: +1
gap between HOMO and LUMO: 10.40 eV
HOMO energy: -0.488 Ha

***

The data favor run Q; the next most stable structure lies 37.5 kJ/mol above it.

***

Run P
Molecular formula: C5H15N2O
Method: DFT, ωB97M-V/def2-TZVPD

Last column: natural (NBO) charge in e.
CARTESIAN COORDINATES (ANGSTROEM)
N1 0.991 0.502 -2.637  -0.732
C1 1.228 0.195 -1.060  -0.036
C2 2.504 0.873 -0.558  -0.694
C3 0.001 0.820 -0.351  -0.254
N2 -0.428 -0.085 0.821  -0.636
C4 -1.603 -0.862 0.627  -0.254
C5 -1.836 -1.417 1.990  -0.087
O1 -2.042 -0.427 3.033  -0.746
H1 1.579 -0.200 -3.174  0.456
H2 -0.107 0.230 -2.697  0.459
H3 1.139 1.436 -2.956  0.443
H4 1.360 -0.840 -0.828  0.255
H5 2.687 0.536 0.488  0.273
H6 3.536 0.500 -0.847  0.264
H7 2.301 1.972 -0.413  0.233
H8 -0.815 1.020 -1.012  0.178
H9 0.260 1.792 0.035  0.223
H10 -0.357 0.387 1.710  0.407
H11 -1.457 -1.757 -0.084  0.184
H12 -2.354 -0.292 0.152  0.181
H13 -2.709 -2.161 2.079  0.195
H14 -0.878 -1.878 2.455  0.207
H15 -3.002 -0.342 3.228  0.482

Values from the calculation:
total charge: +1
gap between HOMO and LUMO: 8.86 eV
HOMO energy: -0.460 Ha
structure (SMILES): C[C@H]([NH3+])CNCCO

***

Run Q
Molecular formula: C5H15N2O
Method: DFT, ωB97M-V/def2-TZVPD

Last column: natural (NBO) charge in e.
CARTESIAN COORDINATES (ANGSTROEM)
C1 1.368 -0.494 1.669  -0.230
N1 0.459 -1.577 2.223  -0.828
C2 0.798 -0.117 0.282  -0.076
N2 -0.670 -0.305 0.066  -0.518
C3 -1.194 0.770 -0.911  -0.195
C4 -0.321 2.008 -0.567  -0.446
C5 0.962 1.421 0.141  -0.413
H1 2.439 -0.852 1.499  0.203
H2 1.536 0.398 2.262  0.213
H3 0.519 -2.273 1.487  0.346
H4 0.965 -1.969 3.013  0.384
H5 1.317 -0.643 -0.485  0.225
H6 -1.206 -0.119 0.921  0.444
H7 -0.954 -1.221 -0.315  0.470
H8 -2.194 0.894 -0.574  0.225
H9 -1.023 0.499 -1.944  0.236
H10 0.053 2.687 -1.314  0.251
H11 -0.971 2.678 -0.004  0.229
H12 1.872 1.656 -0.448  0.243
H13 1.070 1.923 1.107  0.230
H14 -1.136 -1.377 -3.185  0.491
H15 -2.166 -2.332 -2.578  0.500
O1 -1.524 -1.654 -2.345  -0.981

Values from the calculation:
total charge: +1
gap between HOMO and LUMO: 10.88 eV
HOMO energy: -0.506 Ha

***

The data favor run Q; the next most stable structure lies 182.3 kJ/mol above it.